{
  "formula": "CHN2O5",
  "method": "ωB97M-V with the def2-TZVPD basis set",
  "e_homo_ev": [-4.9, -4.9],
  "total_charge": -1,
  "species": ["C", "N", "N", "O", "O", "O", "O", "O", "H"],
  "xyz": [[0.24997, -1.56714, 0.01759], [0.80403, -0.40934, -0.91854], [2.46219, 0.14112, 0.02722], [1.01610, -2.53063, -0.03143], [3.49094, -0.50555, -0.03635], [-0.73842, -1.26848, 0.60575], [2.21308, 1.18653, 0.47433], [0.12152, 0.71102, -0.59737], [-0.53001, 0.51563, 0.19246]]
}


{
  "formula": "H14O7",
  "method": "ωB97M-V with the def2-TZVPD basis set",
  "e_homo_ev": -10.2,
  "smiles": "O.O.O.O.O.O.O",
  "species": ["O", "H", "H", "O", "H", "H", "O", "H", "H", "O", "H", "H", "O", "H", "H", "O", "H", "H", "O", "H", "H"],
  "xyz": [[0.22148, -1.44983, 0.12593], [-0.24714, -2.33536, -0.05817], [0.48222, -1.16789, -0.76925], [1.64024, 2.46871, -0.82456], [1.77643, 1.60126, -0.38908], [1.32661, 3.11824, -0.26406], [0.43960, -1.50437, 2.50288], [1.06634, -0.94230, 2.80924], [0.73171, -2.42683, 2.53728], [-2.93135, -1.49871, -1.80472], [-1.93907, -1.57688, -2.06182], [-3.22850, -2.33256, -1.48063], [5.27963, -0.32796, -0.71835], [5.84415, -1.03196, -1.15186], [4.44219, -0.75977, -0.62077], [-1.49922, 2.41333, 1.01521], [-0.84076, 2.79576, 0.46638], [-1.79106, 3.18900, 1.53869], [-3.64180, 0.30456, 0.02126], [-2.89870, 0.53229, -0.59456], [-4.23301, 0.93127, -0.27903]]
}


{
  "formula": "C8H13FN3",
  "method": "ωB97M-V with the def2-TZVPD basis set",
  "e_homo_ev": -13.1,
  "total_charge": 1,
  "species": ["C", "C", "C", "C", "C", "C", "C", "C", "N", "N", "N", "F", "H", "H", "H", "H", "H", "H", "H", "H", "H", "H", "H", "H", "H"],
  "xyz": [[-3.95831, -0.14020, -0.16626], [-3.41433, 1.13380, -0.37274], [-3.09106, -1.16123, 0.25552], [-2.03592, 1.30110, -0.24274], [-1.21538, 0.26962, 0.11584], [3.05827, 0.29642, 0.61794], [1.64766, -0.20950, 0.16163], [0.78712, 0.91470, -0.47134], [-1.80010, -0.89506, 0.24472], [0.84959, 1.05503, -1.79610], [-0.95381, -2.04565, 0.41114], [-1.61404, 2.53979, -0.33768], [-5.03716, -0.30503, -0.13412], [-3.90726, 1.97688, -0.74501], [-3.30522, -2.17646, 0.50867], [3.26416, 1.17362, 0.10484], [3.11314, 0.54825, 1.68452], [3.77780, -0.55500, 0.35575], [1.93322, -0.84008, -0.61002], [1.18503, -0.60961, 1.09364], [0.81735, 2.03394, -0.03626], [0.57270, 1.88602, -2.28823], [0.93597, 0.22243, -2.33187], [-1.22222, -2.71100, 1.05227], [-0.02315, -1.72459, 0.66385]]
}


{
  "formula": "C23H61O8",
  "method": "ωB97M-V with the def2-TZVPD basis set",
  "e_homo_ev": -3.9,
  "total_charge": -1,
  "species": ["C", "C", "O", "H", "H", "H", "H", "H", "C", "C", "C", "O", "H", "H", "H", "H", "H", "H", "H", "H", "C", "C", "C", "O", "H", "H", "H", "H", "H", "H", "H", "H", "C", "C", "C", "O", "H", "H", "H", "H", "H", "H", "H", "H", "C", "C", "C", "O", "H", "H", "H", "H", "H", "H", "H", "H", "C", "C", "C", "O", "H", "H", "H", "H", "H", "H", "H", "H", "C", "C", "C", "O", "H", "H", "H", "H", "H", "H", "H", "H", "C", "C", "C", "O", "H", "H", "H", "H", "H", "H", "H", "H"],
  "xyz": [[0.80923, -1.54837, 0.45868], [-0.03797, -0.32803, 0.29525], [0.53561, 0.92226, 0.16858], [1.07604, -1.92592, -0.52842], [0.08416, -2.31588, 0.72940], [1.63235, -1.60856, 1.17069], [-0.82454, -0.30253, 1.04941], [-0.60320, -0.56241, -0.60679], [-1.43392, 5.21795, 2.97785], [-0.63862, 3.92715, 2.67482], [-1.58854, 2.74408, 2.37749], [0.21747, 4.27298, 1.67506], [-2.07955, 5.52227, 2.15404], [-0.91449, 6.13948, 3.24067], [-2.09372, 4.86892, 3.77217], [-0.21027, 3.69056, 3.64880], [-1.06665, 1.78947, 2.44421], [-1.95636, 2.76360, 1.35161], [-2.45300, 2.90722, 3.02107], [0.41027, 5.21327, 1.69215], [0.13095, -6.65870, 0.64356], [-1.02706, -5.90287, 0.02429], [-0.90681, -6.04412, -1.48900], [-2.23235, -6.50131, 0.44849], [0.91217, -5.90309, 0.72621], [0.33539, -7.51351, -0.00112], [-0.25285, -7.05946, 1.58175], [-1.15522, -4.85655, 0.30159], [-1.45683, -6.91647, -1.84198], [0.13386, -6.15251, -1.79454], [-1.36087, -5.17056, -1.95679], [-2.81653, -6.10145, -0.19993], [-0.71353, 0.13615, -4.05965], [0.74358, 0.22012, -3.56180], [1.71048, 0.76099, -4.58803], [0.86570, 1.26369, -2.58306], [-1.46257, -0.12418, -3.31181], [-0.78742, -0.48991, -4.94885], [-0.97651, 1.14552, -4.37609], [1.06852, -0.73633, -3.15226], [2.63635, 1.22980, -4.25475], [1.26022, 1.56577, -5.16914], [2.06865, 0.01326, -5.29564], [0.34183, 1.02190, -1.81580], [1.40504, 0.55348, 4.05351], [2.21865, 1.83491, 3.71051], [3.62687, 1.71442, 4.22134], [2.19403, 2.04638, 2.28022], [1.87205, -0.35978, 3.68479], [0.41316, 0.54920, 3.60156], [1.26273, 0.62215, 5.13200], [1.79769, 2.73466, 4.15923], [4.30363, 2.56339, 4.12474], [4.08454, 0.81747, 3.80404], [3.47688, 1.43491, 5.26416], [1.54954, 1.45881, 1.87898], [-3.65063, -2.87764, 0.78525], [-3.74842, -3.10598, -0.75040], [-2.59795, -2.58553, -1.61815], [-3.93573, -4.45447, -0.77687], [-3.33149, -3.70994, 1.41256], [-4.58148, -2.52450, 1.22901], [-2.89009, -2.15875, 1.08998], [-4.65329, -2.62344, -1.11981], [-2.46577, -2.89222, -2.65572], [-1.58485, -2.66501, -1.22392], [-2.70969, -1.50127, -1.61719], [-4.61515, -4.59471, -0.11330], [-2.83973, 3.00931, -2.65427], [-1.67046, 4.02551, -2.23322], [-2.17586, 5.42151, -1.66276], [-0.89809, 3.32137, -1.29031], [-3.31874, 3.24838, -3.60374], [-3.55696, 3.06539, -1.83542], [-2.64588, 1.94128, -2.75340], [-1.05232, 4.22049, -3.10957], [-1.39407, 6.17012, -1.79117], [-2.53148, 5.30893, -0.63858], [-2.92985, 5.92134, -2.27084], [-1.42030, 2.58731, -0.95857], [5.27194, -0.25825, -1.00905], [4.01784, -0.19561, -0.12339], [4.35844, -0.05719, 1.40610], [3.16052, 0.76984, -0.61200], [5.07026, -0.39505, -2.07146], [5.90446, -1.04560, -0.59905], [5.84702, 0.64899, -0.82385], [3.62246, -1.21131, -0.11225], [3.57505, -0.18198, 2.15364], [4.59777, 1.00423, 1.47098], [5.24885, -0.65355, 1.60513], [2.39531, 0.44451, -0.13220]]
}